(1)
Here is C37H42IN3O6P3S3Ti as an isolated structure from the Open Molecules 2025 dataset. Energies are from ωB97M-V/def2-TZVPD.

Calculated values
Net charge   -2
HOMO-LUMO gap (alpha / beta)   4.96 / 5.80 eV
Calculated total energy   -147402.425 eV
Highest occupied orbital energy (alpha / beta)   -1.55 / -2.39 eV
<S²>   0.76
ΔE to the lowest compared entry with this formula, charge and spin   0.0 kcal per mole
LUMO energy (alpha / beta)   3.4114 / 3.4114 eV
2S+1   2

CARTESIAN COORDINATES (ANGSTROEM)
1 C -2.937 -2.739 -0.437
2 H -4.586 -0.332 0.567
3 H 2.224 0.762 -4.601
4 H -2.555 1.542 3.859
5 H -1.755 -4.811 3.863
6 C -3.068 -4.135 -2.387
7 I 1.144 7.319 -4.108
8 H 2.323 -3.499 3.755
9 S -5.185 1.757 -1.518
10 H 4.338 -4.719 -2.078
11 H 5.100 -3.550 -4.802
12 C -0.972 -4.204 3.421
13 C 1.979 4.576 -2.930
14 C 4.369 1.059 -4.529
15 C -1.600 -2.459 -0.712
16 C 4.849 -4.783 -3.038
17 H -3.906 5.454 2.776
18 C -3.671 -3.567 -1.272
19 C -1.262 -3.381 2.345
20 Ti 1.424 -0.052 -0.714
21 H 0.546 -4.891 4.779
22 H -2.337 5.464 0.861
23 C 3.560 0.664 1.144
24 H 4.547 0.924 -5.598
25 O 2.844 1.449 -0.998
26 H 4.292 2.128 -4.316
27 P 2.271 -2.154 -3.646
28 C -0.983 -0.442 4.060
29 C 3.104 0.350 -4.095
30 H -1.283 -1.547 5.871
31 C -3.328 3.490 3.429
32 P -0.524 -1.435 0.350
33 H -4.114 2.687 0.413
34 H -0.887 3.505 0.436
35 H 2.723 4.286 -3.650
36 H 1.801 -2.032 1.843
37 H -2.210 1.330 -0.249
38 H 4.895 -2.647 -3.296
39 C 1.543 0.133 5.053
40 C -3.967 0.553 0.746
41 H -1.947 -0.705 3.642
42 H -3.979 2.597 -3.365
43 H 0.019 -2.778 -2.078
44 C -2.518 2.391 3.188
45 H -3.260 3.172 -1.856
46 C -2.395 4.601 1.513
47 C 1.025 -2.654 2.277
48 P -0.505 1.005 1.647
49 N -1.609 -0.237 1.041
50 S 2.785 -1.956 -1.637
51 N 1.670 3.805 -1.878
52 H -1.259 -4.283 -3.542
53 H 5.922 -4.893 -2.859
54 C -1.737 -3.864 -2.666
55 C -2.589 0.370 0.106
56 H 5.225 0.667 -3.978
57 O 3.230 -1.031 -4.416
58 H -2.914 1.528 -2.435
59 C -4.703 1.784 0.234
60 H -3.415 -2.288 0.423
61 H 0.966 -1.024 6.766
62 C 1.315 -3.477 3.359
63 S -0.157 0.457 -2.156
64 H -0.326 6.152 -1.240
65 C -0.108 0.339 3.306
66 N 0.724 4.342 -1.108
67 C 4.570 -3.532 -3.845
68 C 0.662 -0.631 5.802
69 C 1.185 5.697 -2.829
70 H -2.655 -0.233 -0.796
71 O 4.633 2.459 -0.108
72 C -1.007 -3.022 -1.839
73 C -1.648 2.378 2.099
74 O 3.173 -3.452 -4.121
75 C -3.272 4.596 2.587
76 H -4.716 -3.762 -1.058
77 H 2.957 0.480 -3.022
78 H 2.545 0.331 5.413
79 H 1.877 1.155 3.201
80 H -3.843 0.645 1.828
81 C 3.746 1.631 -0.079
82 C 0.419 5.503 -1.672
83 H -5.647 1.902 0.771
84 H 4.490 -5.670 -3.566
85 C -0.269 -2.594 1.763
86 H -2.272 -3.352 1.959
87 O 4.321 0.696 2.092
88 C -3.678 2.301 -2.361
89 C -0.603 -0.922 5.303
90 H 2.049 2.866 -1.675
91 C 0.320 -4.252 3.933
92 O 2.524 -0.108 1.029
93 C 1.162 0.612 3.806
94 H -3.642 -4.779 -3.044
95 H -4.005 3.487 4.276
96 C -1.583 3.498 1.270



(2)
Here is C37H42N7O3STi as an isolated structure in a non-equilibrium geometry from the Open Molecules 2025 dataset. Energies are from ωB97M-V/def2-TZVPD.

Calculated values
HOMO-LUMO gap (alpha / beta)   6.49 / 6.50 eV
Calculated total energy   -89574.529 eV
Highest occupied orbital energy (alpha / beta)   -6.66 / -6.69 eV
<S²>   0.75
ΔE to the lowest compared entry with this formula, charge and spin   10.2 kcal per mole
LUMO energy (alpha / beta)   -0.1680 / -0.1880 eV
2S+1   2

CARTESIAN COORDINATES (ANGSTROEM)
1 H 3.000 0.317 -3.331
2 C 1.723 3.300 1.953
3 H -3.207 -0.970 2.118
4 H -5.182 0.221 4.742
5 H -1.185 0.610 -6.335
6 N -0.950 0.748 -1.887
7 H -4.177 1.450 6.644
8 C 2.497 -2.767 1.266
9 C -0.524 0.202 -2.976
10 N 0.249 -0.356 2.904
11 H 2.453 2.064 -1.554
12 H -2.200 3.935 0.769
13 C -2.167 1.277 5.904
14 H 4.378 -2.752 2.312
15 C 2.641 -1.165 -1.828
16 H 3.046 -1.400 -0.843
17 C 3.508 -4.749 -0.268
18 C 1.456 4.503 2.594
19 N 1.273 -0.647 -1.710
20 H 1.559 -4.667 -1.185
21 C 2.215 -4.259 -0.424
22 H 2.293 4.883 3.173
23 C -0.661 -1.356 -5.743
24 H -3.981 -2.643 -2.735
25 C -2.930 -2.373 -2.641
26 H -1.723 1.816 6.729
27 H 2.239 -1.671 3.182
28 C 3.793 -3.200 1.521
29 H -3.429 2.920 -1.033
30 H -2.277 -3.232 -2.791
31 H -0.952 1.762 -4.373
32 C -2.604 1.555 0.450
33 H -2.968 0.558 0.667
34 H 5.320 -4.571 0.880
35 C -2.972 1.928 -0.993
36 C -1.044 -0.424 2.725
37 C 1.883 -1.742 2.153
38 O -3.930 -0.761 2.759
39 H 3.800 2.727 -0.644
40 N 1.710 -3.288 0.324
41 C -3.544 1.071 5.852
42 C -0.770 0.697 -4.311
43 C 0.590 -1.963 -3.646
44 H 4.359 -0.752 -3.046
45 H -4.361 -3.125 -0.061
46 C -0.832 5.028 1.876
47 H 4.913 0.382 -0.948
48 N 0.874 -1.031 1.803
49 H 3.326 1.426 1.233
50 H 0.395 6.259 3.094
51 S -2.659 -1.767 -0.995
52 H 2.669 -2.111 -2.373
53 H -1.164 2.808 -1.754
54 C -0.004 -2.205 -4.886
55 C -0.563 2.630 1.065
56 C -1.216 3.884 1.219
57 C 0.342 5.315 2.569
58 C 0.505 -0.865 -2.782
59 C 3.295 1.795 -0.910
60 O -1.583 -0.921 1.658
61 C -4.115 0.389 4.798
62 H 4.906 1.477 -2.308
63 C -3.272 -3.152 -0.067
64 C 2.736 1.131 0.358
65 H 2.737 2.953 2.090
66 N 1.322 1.375 0.535
67 H -0.942 -1.734 -6.717
68 H 2.875 0.055 0.283
69 H -2.901 -4.077 -0.505
70 H -2.885 -3.026 0.941
71 C -1.374 0.783 4.888
72 O -1.147 -1.866 -0.820
73 H -2.205 2.071 -2.963
74 C -1.797 1.936 -1.959
75 C -0.875 0.008 -5.485
76 H 0.144 -3.216 -5.254
77 Ti -0.044 -0.190 0.066
78 C -3.313 -0.101 3.767
79 N -1.166 1.548 0.662
80 C 0.910 2.453 1.184
81 C -1.925 0.092 3.807
82 H -3.730 1.230 -1.361
83 C 3.576 -0.178 -2.541
84 H -0.303 0.931 4.901
85 H 3.864 -5.546 -0.906
86 H 1.173 -2.791 -3.261
87 C 4.312 -4.211 0.722
88 H -1.578 5.816 1.867
89 C 4.251 0.879 -1.669
90 H -3.099 2.214 1.170
91 H -2.675 -1.590 -3.353



(3)
Here is C37H43AsI2N2P2Zn as an isolated structure from the Open Molecules 2025 dataset. Energies are from ωB97M-V/def2-TZVPD.

Calculated values
Net charge   +2
HOMO-LUMO gap   7.43 eV
Calculated total energy   -186071.242 eV
Highest occupied orbital energy   -13.26 eV
LUMO energy   -5.8221 eV

CARTESIAN COORDINATES (ANGSTROEM)
1 H 3.764 -0.566 3.928
2 C 3.786 -1.886 0.743
3 C 0.569 4.771 0.349
4 H 5.249 0.335 1.651
5 C -2.440 -1.038 -0.270
6 H -1.848 3.053 -5.911
7 H 0.307 -3.639 -2.885
8 C -1.094 2.748 -3.930
9 C 1.245 5.966 0.532
10 P -0.040 -2.196 -0.962
11 C -2.082 -1.569 -2.681
12 H -3.145 -1.463 -2.889
13 Zn 0.895 0.102 -0.780
14 C 2.240 5.740 -1.643
15 H -1.941 -0.073 -0.409
16 C 1.571 4.543 -1.832
17 I 3.597 0.771 -2.351
18 H -0.892 2.203 1.977
19 N -0.424 -3.907 1.020
20 C -2.092 2.995 -4.861
21 C 3.436 -0.829 1.790
22 H 1.115 6.522 1.448
23 P 1.616 -0.409 1.573
24 H 0.073 -4.546 -1.354
25 I 1.262 -0.864 -4.494
26 H 3.861 1.246 2.244
27 H -1.516 -6.967 4.154
28 C 2.081 6.445 -0.462
29 H 1.683 3.994 -2.762
30 C 0.767 -2.007 1.793
31 C 0.229 -3.632 3.311
32 C -2.749 2.831 -2.149
33 H 1.567 1.449 3.119
34 C 1.138 0.448 3.106
35 H -3.503 -0.888 -0.451
36 C -1.033 -5.612 2.592
37 H -1.515 -6.175 1.807
38 C -4.197 2.581 1.351
39 H 3.053 -2.132 3.485
40 H 1.503 -0.134 3.951
41 H 4.755 -1.800 3.164
42 C 4.177 0.482 1.535
43 C 0.733 4.060 -0.833
44 H -3.664 -3.272 -1.131
45 H 3.352 -1.641 -0.232
46 H -1.611 -0.594 -2.829
47 C -0.408 -4.390 2.273
48 H 3.478 0.552 -5.047
49 C -2.946 2.696 -0.702
50 H -0.102 4.408 1.120
51 C -1.812 2.340 1.418
52 C 3.759 -1.359 3.184
53 C -4.160 2.726 -0.026
54 H 1.635 -3.759 -1.708
55 H 3.416 -2.866 1.041
56 H -4.175 3.371 -5.166
57 C -1.022 -6.043 3.892
58 H -5.079 2.869 -0.572
59 C -1.420 2.677 -2.587
60 C -3.734 3.088 -3.096
61 C -3.403 3.168 -4.440
62 H 2.885 6.123 -2.419
63 H -4.759 3.228 -2.789
64 H 4.866 -1.948 0.626
65 H 3.993 0.856 0.526
66 H -0.384 -5.688 5.917
67 C 3.269 -0.174 -4.265
68 C -1.893 -2.074 -1.251
69 As -0.217 2.373 -1.098
70 H -1.667 -2.266 -3.408
71 C -3.031 2.387 2.077
72 H 2.605 7.376 -0.317
73 C 0.244 -4.121 4.631
74 H -3.074 2.272 3.148
75 H -0.066 2.604 -4.253
76 C 0.553 -3.685 -1.826
77 H 0.052 0.509 3.165
78 H -2.364 -3.857 -0.100
79 H 3.940 -1.025 -4.320
80 H 0.748 -3.540 5.388
81 C 0.123 -2.743 0.771
82 C -2.588 -3.417 -1.068
83 H -2.319 -1.353 0.766
84 C -1.769 2.496 0.042
85 C -0.380 -5.306 4.907
86 H -2.303 -4.119 -1.848
87 H -5.143 2.622 1.867
88 N 0.807 -2.456 3.022



> Which of these has the lowest calculated total energy?

C37H43AsI2N2P2Zn